Entry 1:
14
Properties=species:S:1:pos:R:3:lowdin_charge:R:1 method="wB97M-V/def2-TZVPD" charge=-1 lumo_energy_ha=0.1225 smiles=[O-]CNCCS multiplicity=1 max_force_ev_per_a=1.1 e_above_lowest_kcal_mol=43.6
O -1.123 0.814 2.208 -0.3221
C -0.361 -0.244 2.347 -0.5977
N 0.453 -0.611 1.087 -0.0930
C -0.493 -0.850 -0.020 -0.3612
C 0.222 -0.802 -1.358 -0.5856
S 0.601 0.850 -2.030 0.6415
H -0.928 -1.186 2.552 0.0691
H 0.461 -0.219 3.105 0.0658
H 0.848 0.311 0.869 0.0592
H -1.264 -0.071 0.040 0.0929
H -0.897 -1.853 0.083 0.0980
H -0.338 -1.281 -2.170 0.0479
H 1.165 -1.354 -1.309 0.0580
H 1.735 1.089 -1.365 -0.1728

=====

Entry 2:
60
Properties=species:S:1:pos:R:3:lowdin_charge:R:1 method="wB97M-V/def2-TZVPD" charge=-1 lumo_energy_ha=0.0817 multiplicity=1 max_force_ev_per_a=4.4 e_above_lowest_kcal_mol=0.0
H -0.732 0.185 0.065 0.1360
C -1.110 0.287 -1.009 -0.1635
H -1.713 1.213 -1.046 0.1027
C 0.001 0.443 -1.991 -0.0502
C 0.250 -0.438 -2.990 -0.0856
N -0.520 -1.568 -3.178 -0.0546
C -0.097 -2.574 -4.085 -0.1919
C 1.268 -2.715 -4.374 -0.0203
C 1.713 -3.781 -5.154 -0.0437
C 0.817 -4.734 -5.654 -0.2997
C 1.298 -5.918 -6.431 -0.0684
C -0.546 -4.569 -5.388 -0.0441
C -1.015 -3.476 -4.650 -0.0149
C -1.673 -1.709 -2.416 0.0223
C -2.000 -0.855 -1.408 -0.1214
C -3.303 -1.079 -0.705 -0.4739
N -3.736 -0.007 0.103 0.1513
O -3.900 -2.138 -0.800 0.0427
H 0.636 1.323 -1.906 0.1057
H 1.052 -0.275 -3.713 0.1125
H 1.986 -2.007 -3.961 0.1019
H 2.774 -3.885 -5.378 0.1095
H 0.617 -6.148 -7.254 0.0756
H 2.294 -5.731 -6.830 0.0711
H 1.358 -6.808 -5.796 0.0816
H -1.247 -5.320 -5.760 0.1129
H -2.085 -3.324 -4.518 0.1062
H -2.298 -2.569 -2.677 0.1245
H -3.724 0.900 -0.354 0.0913
H -4.651 -0.195 0.506 0.1063
O -5.003 2.585 1.657 0.0608
C -3.976 2.341 2.132 -0.2188
Co -2.423 1.951 2.809 0.0782
C -2.517 0.209 2.893 -0.1897
O -2.564 -0.941 3.039 0.0845
C -1.259 2.408 1.580 -0.1756
O -0.394 2.746 0.883 0.0741
C -1.371 2.313 4.476 -0.2674
C -0.023 2.148 4.108 -0.2964
C 0.799 1.094 3.862 -0.0973
C 2.209 1.214 3.549 -0.2239
C 3.015 0.042 3.518 -0.0624
C 4.323 0.091 3.053 -0.1184
C 4.875 1.315 2.632 -0.1293
C 4.149 2.499 2.812 -0.1040
C 2.838 2.454 3.275 -0.0376
Co -0.568 3.885 4.119 0.0472
C -1.982 4.874 3.728 -0.1516
O -2.848 5.607 3.515 0.1093
C 0.383 4.638 2.802 -0.1516
O 0.917 5.218 1.960 0.1346
C 0.142 4.773 5.503 -0.1114
O 0.668 5.434 6.281 0.1100
H -1.773 2.041 5.457 0.0707
H 0.434 0.074 4.073 0.1066
H 2.574 -0.909 3.828 0.1012
H 4.924 -0.821 3.028 0.0904
H 5.870 1.359 2.186 0.0837
H 4.609 3.461 2.603 0.0935
H 2.259 3.369 3.391 0.0685

=====

Entry 3:
166
Properties=species:S:1:pos:R:3:lowdin_spin:R:1 method="wB97M-V/def2-TZVPD" charge=+3 lumo_energy_ha="-0.2195 / -0.2182" multiplicity=2 max_force_ev_per_a=3.3 e_above_lowest_kcal_mol=0.0
C 0.219 -0.139 -1.789 0.0008
C -0.623 -1.385 -1.235 0.0006
C -1.576 -0.829 -0.130 0.0064
O -1.277 -2.128 -2.226 0.0005
H 0.755 0.407 -1.013 0.0008
H -0.369 0.536 -2.411 0.0000
H 1.030 -0.388 -2.474 0.0000
H 0.032 -2.030 -0.648 0.0000
H -1.041 -0.182 0.565 0.0117
H -1.984 -1.658 0.448 0.0003
H -2.340 -0.141 -0.491 0.0005
C 0.138 4.255 -0.173 0.0282
O -1.000 4.568 -0.922 0.0118
C -1.014 4.069 -2.270 0.0002
C -1.791 5.105 -3.190 0.0002
N -3.116 5.490 -2.512 0.0000
H -3.148 5.002 -1.629 0.0000
H -3.077 6.466 -2.256 0.0000
C -4.456 5.101 -3.231 0.0000
C -4.440 3.597 -3.113 0.0001
O -4.089 3.081 -1.803 0.0024
C -3.904 1.668 -1.616 0.0011
H 0.265 3.174 -0.109 0.0081
H -0.145 4.718 0.772 0.0176
H 0.978 4.822 -0.574 0.0021
H -1.426 3.062 -2.335 0.0000
H 0.030 4.160 -2.570 0.0000
H -2.089 4.695 -4.155 0.0000
H -1.317 6.074 -3.347 0.0001
H -4.293 5.518 -4.225 0.0000
H -5.151 5.711 -2.655 0.0000
H -3.888 3.141 -3.935 0.0000
H -5.435 3.215 -3.340 0.0000
H -4.785 1.050 -1.789 0.0000
H -3.637 1.557 -0.565 0.0040
H -3.075 1.340 -2.242 0.0000
C 1.423 -0.301 8.187 0.0042
O 0.808 0.535 7.204 0.0347
C -0.224 1.317 7.803 0.0094
C -1.179 1.955 6.796 0.0608
N -1.514 0.987 5.614 0.0747
H -2.074 1.568 5.008 0.1026
H -0.692 0.866 5.039 0.1086
C -2.441 -0.216 5.958 0.0287
C -2.322 -1.349 5.003 0.0208
O -1.015 -1.937 4.865 0.0175
C -1.008 -3.093 4.106 0.0032
H 0.695 -0.992 8.611 0.0003
H 2.126 0.235 8.825 0.0004
H 2.132 -0.935 7.656 0.0006
H 0.274 2.110 8.360 0.0026
H -0.768 0.717 8.532 0.0007
H -0.739 2.860 6.376 0.0440
H -2.158 2.167 7.226 0.0081
H -3.400 0.301 5.989 0.0128
H -2.092 -0.462 6.961 0.0022
H -2.659 -1.057 4.008 0.0136
H -2.945 -2.128 5.442 0.0016
H -0.015 -3.516 4.259 0.0004
H -1.261 -2.808 3.085 0.0012
H -1.759 -3.763 4.526 0.0003
C -8.140 -1.888 -2.466 0.0000
O -6.780 -1.393 -2.494 0.0000
C -5.996 -1.798 -3.625 0.0000
C -4.483 -1.636 -3.488 0.0000
N -3.967 -2.211 -2.144 0.0000
H -2.966 -2.072 -2.149 0.0000
H -4.406 -1.687 -1.401 0.0000
C -4.187 -3.668 -1.894 0.0000
C -3.868 -3.995 -0.424 0.0000
O -4.395 -2.997 0.498 0.0006
C -4.272 -3.425 1.854 0.0003
H -8.157 -2.937 -2.168 0.0000
H -8.732 -1.695 -3.360 0.0000
H -8.759 -1.438 -1.690 0.0000
H -6.284 -1.137 -4.442 0.0000
H -6.230 -2.842 -3.837 0.0000
H -4.085 -0.632 -3.632 0.0000
H -3.889 -2.196 -4.210 0.0000
H -3.576 -4.306 -2.533 0.0000
H -5.219 -3.880 -2.173 0.0000
H -2.805 -4.236 -0.396 0.0000
H -4.451 -4.884 -0.184 0.0000
H -5.025 -4.186 2.061 0.0000
H -4.469 -2.534 2.450 0.0004
H -3.266 -3.795 2.054 0.0000
C 1.494 -0.737 1.851 0.0416
O 2.658 -0.484 2.694 0.0397
C 2.683 -1.078 3.960 0.0209
C 3.591 -0.354 4.919 0.0178
N 5.126 -0.691 4.594 0.0034
H 5.392 -1.594 4.959 0.0008
H 5.302 -0.838 3.610 0.0023
C 6.147 0.241 5.224 0.0068
C 6.133 0.259 6.739 0.0013
O 5.028 1.042 7.258 0.0059
C 4.954 1.204 8.650 0.0007
H 1.635 -0.271 0.875 0.0021
H 0.577 -0.376 2.315 0.0342
H 1.478 -1.795 1.587 0.0018
H 2.979 -2.127 3.935 0.0018
H 1.650 -0.965 4.289 0.0105
H 3.387 -0.666 5.944 0.0007
H 3.467 0.724 4.823 0.0234
H 5.907 1.249 4.886 0.0087
H 7.099 -0.105 4.820 0.0005
H 7.011 0.758 7.147 0.0002
H 6.049 -0.753 7.136 0.0003
H 5.481 2.090 9.005 0.0000
H 5.402 0.418 9.258 0.0000
H 3.930 1.547 8.793 0.0004
C -0.895 -6.274 -4.690 0.0000
O -0.615 -4.997 -5.323 0.0000
C -1.718 -4.052 -5.066 0.0000
C -1.258 -2.764 -5.819 0.0000
N -0.066 -2.141 -5.097 0.0000
H -0.304 -1.974 -4.130 0.0000
H 0.721 -2.769 -5.014 0.0000
C 0.540 -0.898 -5.676 0.0000
C 2.074 -0.983 -5.492 0.0000
O 2.406 -1.382 -4.209 0.0001
C 3.797 -1.656 -4.113 0.0001
H -1.869 -6.608 -5.047 0.0000
H -1.010 -6.193 -3.609 0.0000
H -0.054 -6.965 -4.756 0.0000
H -1.971 -3.925 -4.013 0.0000
H -2.645 -4.379 -5.537 0.0000
H -2.004 -1.970 -5.832 0.0000
H -0.953 -2.872 -6.860 0.0000
H 0.024 -0.165 -5.056 0.0000
H 0.218 -0.790 -6.712 0.0000
H 2.584 -0.075 -5.812 0.0000
H 2.370 -1.730 -6.228 0.0000
H 4.486 -0.822 -4.241 0.0000
H 4.085 -2.360 -4.894 0.0000
H 4.045 -2.186 -3.194 0.0001
C 7.038 -0.228 0.941 0.0061
O 5.792 -0.037 0.233 0.0067
C 5.832 0.507 -1.119 0.0016
C 6.030 1.970 -1.172 0.0046
N 5.066 2.818 -0.360 0.0114
H 5.274 2.853 0.628 0.0267
H 5.110 3.773 -0.688 0.0054
C 3.573 2.459 -0.365 0.0250
C 2.967 2.265 -1.771 0.0013
O 3.568 3.052 -2.775 0.0018
C 3.026 4.322 -3.027 0.0017
H 7.600 0.706 0.959 0.0022
H 7.635 -1.049 0.545 0.0002
H 6.872 -0.437 1.997 0.0016
H 4.916 0.213 -1.633 0.0003
H 6.502 -0.115 -1.712 0.0003
H 6.031 2.292 -2.213 0.0003
H 6.929 2.290 -0.645 0.0022
H 3.040 3.329 0.019 0.0133
H 3.438 1.585 0.271 0.0058
H 1.904 2.443 -1.607 0.0005
H 3.029 1.219 -2.071 0.0001
H 3.803 4.899 -3.528 0.0001
H 2.910 4.912 -2.118 0.0015
H 2.106 4.351 -3.612 0.0000
B -2.852 1.119 -5.683 0.0000
F -2.362 0.300 -6.707 0.0000
F -2.911 2.420 -6.151 0.0000
F -4.151 0.737 -5.369 0.0000
F -2.010 0.969 -4.580 0.0000

=====

Entry 4:
12
Properties=species:S:1:pos:R:3:lowdin_charge:R:1 method="wB97M-V/def2-TZVPD" lumo_energy_ha=0.0111 multiplicity=1 max_force_ev_per_a=0.7 e_above_lowest_kcal_mol=128.4
C 0.956 1.932 -0.102 0.1702
C 1.247 0.731 -0.487 -0.2434
C 0.773 -0.662 -0.644 -0.2791
N 0.537 -1.481 0.540 0.0745
C -0.619 -0.951 -0.186 -0.2790
C -1.384 0.149 0.373 -0.0993
C -1.976 1.085 0.833 0.1306
H 2.302 1.044 -0.655 0.1011
H 1.180 -1.192 -1.501 0.1347
H 0.695 -0.930 1.381 0.1104
H -1.193 -1.708 -0.719 0.1395
H -2.588 1.862 1.243 0.0398

=====

Entry 5:
11
Properties=species:S:1:pos:R:3:lowdin_charge:R:1 method="wB97M-V/def2-TZVPD" lumo_energy_ha=0.0174 multiplicity=1 max_force_ev_per_a=3.2 e_above_lowest_kcal_mol=29.3
H 3.111 1.952 0.037 0.0071
B 2.356 1.104 0.105 0.0012
N 1.539 0.147 0.145 0.1149
C 0.833 -1.038 -0.009 -0.2531
N -0.400 -1.333 0.127 0.0292
C -1.506 -0.519 0.388 -0.2526
C -1.700 0.599 -0.311 0.0009
H 1.532 -1.866 -0.077 0.1138
H -2.401 -1.065 0.867 0.1223
H -2.572 1.185 -0.283 0.0267
H -0.790 0.833 -0.990 0.0896

=====

Entry 6:
98
Properties=species:S:1:pos:R:3:lowdin_spin:R:1 method="wB97M-V/def2-TZVPD" charge=-1 lumo_energy_ha="0.0911 / 0.0872" multiplicity=2 max_force_ev_per_a=1.6
Cu 0.159 -0.129 -1.613 0.7184
C -1.591 0.516 -4.096 0.0002
N -1.512 -0.563 -3.084 0.0300
C -1.468 -1.834 -3.880 0.0011
C -2.784 -0.581 -2.263 0.0008
C -2.618 -1.474 -1.023 0.0007
N -1.272 -1.335 -0.384 0.0186
C -1.328 -0.525 0.879 -0.0004
C -1.905 0.867 0.751 0.0006
C -2.907 1.207 1.659 -0.0001
C -3.389 2.503 1.754 -0.0004
C -2.863 3.485 0.886 0.0005
C -1.870 3.211 -0.043 0.0034
C -1.467 1.835 -0.208 0.0059
O -0.704 1.589 -1.233 0.0651
C -1.189 4.286 -0.901 0.0000
C -1.458 4.104 -2.406 0.0003
C 0.337 4.271 -0.619 0.0000
C -1.729 5.681 -0.490 0.0000
C -4.457 2.921 2.766 0.0000
C -4.965 1.710 3.554 0.0000
C -5.622 3.598 2.004 0.0000
C -3.795 3.937 3.732 0.0000
C -0.737 -2.696 -0.054 0.0014
C 0.783 -2.726 0.045 0.0073
C 1.431 -3.101 1.196 -0.0020
C 2.832 -3.207 1.254 0.0093
C 3.556 -2.922 0.090 -0.0013
C 2.966 -2.505 -1.101 0.0099
C 1.554 -2.338 -1.095 0.0006
O 0.969 -1.837 -2.148 0.0727
C 3.870 -2.128 -2.297 0.0009
C 3.141 -1.723 -3.597 0.0003
C 4.779 -0.945 -1.859 0.0005
C 4.747 -3.373 -2.594 0.0005
C 3.516 -3.602 2.556 0.0012
C 5.046 -3.556 2.384 0.0000
C 3.078 -5.042 2.945 0.0006
C 3.086 -2.653 3.694 0.0006
H -2.449 0.335 -4.766 0.0007
H -1.711 1.491 -3.602 -0.0001
H -0.666 0.534 -4.699 0.0000
H -2.395 -1.929 -4.478 0.0012
H -0.609 -1.830 -4.579 0.0000
H -1.386 -2.720 -3.238 0.0000
H -3.041 0.449 -1.955 0.0000
H -3.620 -0.983 -2.883 0.0010
H -3.417 -1.266 -0.289 0.0004
H -2.738 -2.523 -1.342 0.0002
H -1.964 -1.068 1.595 0.0008
H -0.297 -0.490 1.304 0.0000
H -3.339 0.441 2.301 0.0001
H -3.252 4.498 0.984 0.0002
H -0.963 3.193 -2.786 0.0001
H -2.543 4.046 -2.640 0.0000
H -1.068 4.966 -2.976 0.0000
H 0.778 3.298 -0.845 -0.0001
H 0.846 5.048 -1.229 0.0000
H 0.527 4.519 0.442 0.0000
H -2.826 5.795 -0.696 0.0000
H -1.553 5.867 0.590 0.0000
H -1.202 6.475 -1.064 0.0000
H -5.384 0.924 2.885 0.0000
H -4.146 1.248 4.146 0.0000
H -5.765 2.020 4.264 0.0000
H -6.022 2.937 1.209 0.0000
H -6.444 3.842 2.700 0.0000
H -5.309 4.537 1.513 0.0000
H -2.878 3.500 4.181 0.0000
H -3.494 4.868 3.209 0.0000
H -4.488 4.214 4.541 0.0000
H -1.193 -3.027 0.888 0.0006
H -1.051 -3.403 -0.846 0.0003
H 0.847 -3.300 2.103 -0.0003
H 4.637 -2.992 0.126 -0.0002
H 2.605 -0.755 -3.482 -0.0003
H 3.899 -1.587 -4.385 0.0000
H 2.411 -2.477 -3.911 0.0003
H 4.172 -0.048 -1.616 -0.0001
H 5.377 -1.222 -0.961 0.0000
H 5.473 -0.713 -2.686 0.0001
H 4.091 -4.246 -2.804 0.0000
H 5.380 -3.214 -3.491 0.0001
H 5.393 -3.622 -1.731 0.0000
H 5.393 -4.285 1.621 0.0000
H 5.390 -2.548 2.095 0.0000
H 5.532 -3.828 3.350 0.0000
H 3.317 -5.766 2.122 0.0000
H 3.591 -5.371 3.880 0.0001
H 1.979 -5.085 3.122 0.0000
H 3.331 -1.600 3.461 0.0000
H 1.988 -2.715 3.879 0.0000
H 3.583 -2.934 4.640 0.0001
N 2.760 1.101 3.833 0.0039
C 2.672 0.855 2.691 0.0006
N 2.815 0.292 1.504 0.0067
C 2.302 0.606 0.376 0.0080
N 1.904 0.718 -0.731 0.0287

=====

Entry 7:
12
Properties=species:S:1:pos:R:3:lowdin_charge:R:1 method="wB97M-V/def2-TZVPD" lumo_energy_ha=0.0304 smiles=CO.CO multiplicity=1 max_force_ev_per_a=1.4 e_above_lowest_kcal_mol=19.4
C 1.296 1.052 1.004 -0.1356
O 0.347 0.387 1.841 -0.1318
H 1.444 2.040 1.423 0.0799
H 2.182 0.436 0.812 0.0849
H 0.907 1.013 -0.020 0.0689
H 0.760 -0.176 2.494 0.0791
C -1.270 -0.763 -1.634 -0.1504
O -1.175 -1.331 -0.319 -0.1335
H -1.672 -1.565 -2.239 0.0753
H -1.876 0.144 -1.654 0.0757
H -0.272 -0.498 -1.955 0.0628
H -0.671 -0.737 0.247 0.0247

=====

Entry 8:
21
Properties=species:S:1:pos:R:3:lowdin_charge:R:1 method="wB97M-V/def2-TZVPD" lumo_energy_ha=0.0421 smiles=CCNC[C@H](C)N multiplicity=1 max_force_ev_per_a=2.1 e_above_lowest_kcal_mol=20.3
C 3.000 -0.208 -1.508 -0.1062
C 2.038 0.420 -0.509 -0.3026
N 0.787 -0.358 -0.455 -0.0745
C -0.024 -0.282 0.747 -0.2226
C -1.498 -0.252 0.417 -0.4667
C -2.071 0.965 -0.305 -0.0738
N -2.286 -0.343 1.645 0.0154
H 2.429 -0.392 -2.440 0.0783
H 3.732 0.554 -1.741 0.0665
H 3.374 -1.198 -1.276 0.0675
H 2.552 0.599 0.442 0.1016
H 1.764 1.454 -0.764 0.1075
H 1.067 -1.311 -0.650 0.0972
H 0.247 0.606 1.330 0.1236
H 0.103 -1.137 1.397 0.1085
H -1.673 -1.174 -0.205 0.1391
H -1.410 1.251 -1.129 0.0708
H -2.160 1.789 0.419 0.0803
H -3.067 0.774 -0.713 0.0737
H -2.404 -1.230 2.096 0.0616
H -3.154 0.162 1.623 0.0548